Density functional theory data (the ωB97M-V functional and the def2-TZVPD basis) for a cluster of 2 separate species, C4H8O2 in total.

Values from the calculation:
- Energy above the lowest of the compared OMol25 structures with the same formula, charge and spin: 112.2 kcal per mole
- Charge: 0
- LUMO: 0.9 eV
- E_tot: -8368.414 eV
- Spin multiplicity: 1

Last column: natural (NBO) charge in e.
CARTESIAN COORDINATES (ANGSTROEM)
O: -0.496 -1.543 1.973  -0.651
C: 0.438 -0.897 2.612  0.101
C: -0.603 1.306 0.011  -0.646
C: -0.532 0.279 -1.083  0.064
C: 0.741 -0.287 -1.528  -0.100
O: -0.139 -1.043 -0.698  -0.540
H: -0.380 -1.539 0.994  0.506
H: -1.426 1.086 0.700  0.230
H: 1.148 -0.517 1.811  0.018
H: -0.770 2.300 -0.413  0.226
H: 0.327 1.330 0.586  0.219
H: -1.361 0.273 -1.790  0.191
H: 1.660 0.040 -1.047  0.189
H: 0.849 -0.676 -2.538  0.193



Density functional theory data (the ωB97M-V functional and the def2-TZVPD basis) for the molecule C4H8O2.

Values from the calculation:
- Energy above the lowest of the compared OMol25 structures with the same formula, charge and spin: 54.7 kcal per mole
- SMILES string: O[C@H]1CC[C@@H]1O
- Charge: 0
- LUMO: 0.9 eV
- E_tot: -8370.911 eV
- Spin multiplicity: 1

Last column: natural (NBO) charge in e.
CARTESIAN COORDINATES (ANGSTROEM)
O: 1.748 -0.981 -0.146  -0.714
C: 0.663 -0.185 0.282  0.071
C: 0.611 1.316 0.206  -0.430
C: -0.821 1.256 -0.210  -0.427
C: -0.668 -0.248 -0.376  0.081
O: -1.583 -1.150 0.133  -0.692
H: 2.550 -0.459 -0.442  0.476
H: 0.481 -0.509 1.262  0.156
H: 1.297 1.727 -0.431  0.208
H: 0.824 1.756 1.196  0.208
H: -1.118 1.778 -1.108  0.225
H: -1.507 1.338 0.676  0.198
H: -0.695 -0.548 -1.441  0.185
H: -1.862 -0.872 0.982  0.455



Density functional theory data (the ωB97M-V functional and the def2-TZVPD basis) for the molecule C4H8O2.

Values from the calculation:
- Energy above the lowest of the compared OMol25 structures with the same formula, charge and spin: 42.7 kcal per mole
- SMILES string: C[C@H]1OC[C@H]1O
- Charge: 0
- LUMO: 1.0 eV
- E_tot: -8371.432 eV
- Spin multiplicity: 1

Last column: natural (NBO) charge in e.
CARTESIAN COORDINATES (ANGSTROEM)
C: -0.491 1.383 -0.931  -0.629
C: 0.465 0.270 -0.572  0.075
O: 1.200 0.525 0.642  -0.535
C: 0.878 -0.773 1.163  -0.092
C: -0.119 -1.035 0.024  0.056
O: -1.478 -1.030 0.373  -0.696
H: -1.234 1.536 -0.142  0.201
H: 0.057 2.320 -1.072  0.225
H: -1.021 1.146 -1.860  0.221
H: 1.162 0.074 -1.402  0.172
H: 0.435 -0.728 2.167  0.177
H: 1.747 -1.443 1.185  0.178
H: 0.034 -1.941 -0.567  0.183
H: -1.634 -0.304 0.992  0.465



Density functional theory data (the ωB97M-V functional and the def2-TZVPD basis) for a cluster of 2 separate species, C4H8O2 in total.

Values from the calculation:
- Energy above the lowest of the compared OMol25 structures with the same formula, charge and spin: 39.5 kcal per mole
- SMILES string: CC=O.CC=O
- Charge: 0
- LUMO: 1.0 eV
- E_tot: -8371.568 eV
- Spin multiplicity: 1

Last column: natural (NBO) charge in e.
CARTESIAN COORDINATES (ANGSTROEM)
C: -3.166 0.341 -3.007  -0.722
C: -2.526 1.328 -2.061  0.440
O: -3.160 2.060 -1.343  -0.518
H: -4.086 0.026 -2.524  0.237
H: -3.298 0.748 -4.005  0.241
H: -2.450 -0.485 -3.066  0.217
H: -1.418 1.328 -2.007  0.105
C: 3.313 -1.233 2.451  -0.722
C: 2.339 -0.128 2.704  0.429
O: 1.594 0.278 1.850  -0.522
H: 2.864 -2.153 2.831  0.240
H: 3.539 -1.349 1.399  0.239
H: 4.189 -1.113 3.086  0.224
H: 2.264 0.352 3.692  0.112